[1]
Molecular formula: C2H5N
Method: DFT, ωB97M-V/def2-TZVPD

Summary:
**Energy relative to the best compared isomer or geometry (same formula, charge and spin)**: 25.2 kcal per mole
**HOMO energy**: -9.421 eV
**Orbital gap**: 0.3943 Eh
**SMILES string**: C1CN1
**Electronic energy**: -133.89333 a.u.

Geometry as XYZ:
```
8
Properties=species:S:1:pos:R:3:lowdin_charge:R:1
C -0.58 -0.51 0.10 -0.23
C 0.31 0.52 -0.54 -0.17
N 0.74 -0.33 0.56 -0.07
H -0.66 -1.43 -0.45 0.08
H -1.51 -0.32 0.73 0.12
H 0.04 1.53 -0.34 0.09
H 0.79 0.19 -1.41 0.08
H 0.88 0.34 1.35 0.11
```



[2]
Molecular formula: C2H5N
Method: DFT, ωB97M-V/def2-TZVPD

Summary:
**Energy relative to the best compared isomer or geometry (same formula, charge and spin)**: 32.1 kcal per mole
**HOMO energy**: -10.187 eV
**Orbital gap**: 0.4021 Eh
**SMILES string**: C=NC
**Electronic energy**: -133.88235 a.u.

Geometry as XYZ:
```
8
Properties=species:S:1:pos:R:3:lowdin_charge:R:1
C 1.19 -0.03 0.50 0.02
N -0.18 0.05 0.90 -0.07
C -0.95 -0.01 -0.27 -0.24
H 2.03 0.02 1.16 0.04
H 1.36 -0.01 -0.58 0.05
H -1.59 -0.89 -0.22 0.08
H -0.35 -0.04 -1.14 0.04
H -1.51 0.91 -0.36 0.08
```



Q: Which value of orbital gap does entry 1 give?
A: 0.3943 Eh



Q: The lowest orbital gap belongs to which entry?
A: number 1



Q: The lowest electronic energy belongs to which entry?
A: number 1